Below is a 18-piece molecular cluster, C20H60ClN3O20S overall, with properties calculated with ωB97M-V with the def2-TZVPD basis set.

Structure (XYZ):
```
105
Properties=species:S:1:pos:R:3:forces:R:3
C 4.414 1.649 3.576 -0.497 -0.582 -0.446
C 3.259 1.737 3.186 -0.818 -1.046 -0.456
C 1.834 1.540 2.615 -0.672 0.455 0.248
N 0.756 1.919 3.387 0.588 -1.441 -2.998
C -0.478 1.671 2.767 -0.818 -0.060 -0.199
C -1.743 2.008 3.554 -1.865 -0.717 -1.501
C -3.106 1.776 3.033 3.917 -0.592 -1.771
C -3.219 1.203 1.596 1.962 0.803 0.605
C -4.696 0.967 1.068 1.126 -0.940 0.559
C -5.249 -0.326 1.870 0.330 -0.060 -0.536
C -5.849 -1.454 0.905 -0.237 -0.333 1.331
C -5.186 -2.862 1.273 -0.815 0.095 -0.735
N -3.906 -3.094 0.538 -0.693 0.251 -0.330
C -1.989 0.893 0.819 -1.340 0.295 1.324
C -2.105 0.324 -0.666 0.999 0.523 0.325
C -1.830 1.487 -1.735 1.386 -0.669 -0.035
C -1.037 0.982 -3.020 -0.233 0.483 -0.260
Cl -3.392 2.293 -2.263 0.574 -0.203 0.562
C -0.570 1.098 1.388 -2.911 0.096 0.046
N 0.497 0.732 0.549 1.241 1.786 4.677
C 1.676 0.956 1.228 0.886 0.003 -0.374
C 3.022 0.553 0.463 -1.881 -0.262 -0.287
C 2.699 0.478 -1.098 1.147 -0.769 0.258
C 4.021 -0.094 -1.835 -0.980 1.339 1.723
S 4.016 -1.936 -1.849 0.784 -1.741 -3.493
O 2.806 -2.434 -2.505 1.368 0.995 1.904
O 5.263 -2.351 -2.534 -1.508 1.033 1.587
O 4.065 -2.603 -0.334 -0.100 1.699 -0.881
H 5.488 1.472 3.848 -1.945 0.541 -0.346
H -1.653 2.432 4.599 0.159 -0.615 -1.516
H -4.032 2.010 3.630 1.276 -0.287 -0.727
H -5.359 1.859 1.264 0.887 -0.888 -0.360
H -4.647 0.736 -0.043 -0.331 0.511 1.460
H -6.012 -0.014 2.654 0.979 -0.451 -1.065
H -4.366 -0.809 2.409 -1.131 0.792 -0.562
H -5.682 -1.198 -0.195 -0.274 -0.433 1.422
H -6.960 -1.531 1.127 1.348 0.179 -0.594
H -5.898 -3.687 0.954 0.833 0.856 0.441
H -5.028 -2.985 2.388 -0.149 0.352 -1.264
H -3.394 -2.200 0.466 -0.159 -0.699 0.182
H -4.169 -3.340 -0.431 0.300 0.358 0.639
H -1.275 -0.440 -0.847 -1.045 1.017 0.416
H -3.080 -0.209 -0.856 0.989 0.764 0.180
H -1.184 2.289 -1.255 -1.201 -0.850 -0.511
H 0.081 1.146 -2.868 -1.476 -0.553 -0.001
H -1.288 -0.096 -3.248 0.431 1.159 0.278
H -1.298 1.608 -3.936 0.268 -0.818 1.282
H 3.283 -0.486 0.845 -0.164 1.294 -0.342
H 3.868 1.273 0.660 -0.979 -0.748 -0.093
H 2.433 1.521 -1.436 0.411 -1.204 0.047
H 1.872 -0.239 -1.365 0.642 0.994 0.558
H 4.085 0.329 -2.883 0.209 -1.196 1.089
H 4.899 0.231 -1.202 -0.623 -0.449 -1.059
H 4.614 -2.057 0.273 -0.198 -0.431 -0.490
O 5.621 3.157 1.260 0.242 0.128 0.030
H 5.277 3.412 2.127 -0.120 -0.062 -0.073
H 6.410 3.704 1.151 -0.110 0.006 -0.002
O 7.521 5.701 0.632 0.005 0.031 -0.221
H 7.987 6.544 0.580 -0.029 -0.116 0.099
H 7.190 5.561 -0.263 -0.023 0.020 0.111
O 4.121 -5.226 1.050 -0.006 0.277 -0.114
H 4.360 -4.698 0.277 -0.037 -0.145 0.130
H 3.164 -5.347 0.964 0.002 -0.237 0.151
O 2.937 -3.882 3.964 0.212 0.074 0.010
H 3.493 -3.653 3.209 -0.123 -0.223 -0.025
H 3.443 -4.560 4.429 -0.106 0.091 0.065
O -5.384 2.536 -4.718 -0.072 0.115 0.162
H -6.327 2.323 -4.721 0.113 -0.222 -0.059
H -5.093 2.293 -3.830 -0.054 0.133 -0.395
O -8.323 0.438 1.271 -0.276 0.064 0.195
H -9.070 -0.144 1.086 0.092 0.083 -0.057
H -8.662 1.048 1.937 0.056 -0.024 -0.105
O 6.046 0.748 -4.323 0.158 -0.024 -0.002
H 5.957 -0.208 -4.437 -0.018 0.076 -0.093
H 6.983 0.874 -4.132 -0.113 -0.018 0.001
O -1.413 4.228 -4.439 -0.093 -0.113 -0.166
H -2.185 3.681 -4.244 -0.027 0.125 0.071
H -1.473 4.388 -5.388 0.045 0.013 0.120
O 3.373 -5.438 6.905 -0.177 -0.060 0.057
H 2.629 -6.029 6.740 0.107 0.051 -0.027
H 3.032 -4.811 7.554 0.084 -0.004 -0.132
O -2.812 -5.961 0.687 -0.227 -0.169 -0.281
H -3.071 -6.439 -0.110 0.060 -0.021 0.140
H -3.372 -5.168 0.679 0.353 0.246 0.174
O -2.068 1.057 6.571 0.195 0.011 0.211
H -1.886 1.315 7.482 -0.074 -0.033 -0.095
H -1.239 0.664 6.269 -0.122 0.012 -0.052
O -6.758 0.631 -2.803 0.137 -0.164 0.107
H -6.841 -0.323 -2.918 -0.050 0.131 -0.046
H -5.821 0.764 -2.614 -0.079 -0.053 0.070
O 6.658 -3.123 -5.449 0.198 0.102 0.151
H 6.415 -2.858 -4.554 -0.187 -0.146 0.063
H 7.450 -3.660 -5.327 -0.111 0.049 -0.064
O 5.348 4.084 4.371 0.396 0.394 0.112
H 5.004 4.340 5.236 -0.104 -0.098 -0.133
H 6.137 4.631 4.262 -0.085 -0.024 0.004
O -7.723 2.388 -6.440 -0.059 0.249 -0.189
H -7.257 3.233 -6.486 0.014 -0.108 0.019
H -8.052 2.254 -7.337 0.015 -0.076 0.145
O 5.070 3.260 -6.314 0.299 0.029 0.125
H 5.496 2.580 -5.774 -0.173 -0.099 -0.029
H 5.763 3.915 -6.456 -0.142 -0.048 -0.038
O 1.194 -6.200 0.847 -0.025 0.034 -0.285
H 0.836 -5.765 0.063 -0.043 -0.002 0.146
H 0.645 -6.986 0.948 0.082 0.112 0.103
```
Positions in Å, forces in eV/Å.

* orbital gap: 7.81 eV
* HOMO: -8.46 eV

Here are the Mulliken charges for atoms 1 to 6, given in e: -0.4630, -0.1405, 0.0030, -0.7140, 0.0324, -0.5906



Below is C41H33Cl2GeN6O2STc as an isolated structure, with properties calculated with ωB97M-V with the def2-TZVPD basis set.

Structure (XYZ):
```
87
Properties=species:S:1:pos:R:3:forces:R:3
Tc -0.852 -2.060 -1.203 -0.042 0.278 0.430
Cl -4.203 -6.254 -5.540 -0.006 0.017 -0.009
C -3.524 -5.574 -4.089 -0.016 -0.051 0.084
C -2.737 -4.434 -4.197 0.073 0.129 0.063
C -2.175 -3.865 -3.062 0.042 0.020 0.041
N -1.385 -2.695 -3.035 -0.231 -0.265 -0.642
C -0.776 -2.138 -4.121 -0.174 -0.087 0.212
O -0.840 -2.509 -5.289 0.012 -0.022 -0.092
C 0.001 -0.930 -3.716 -0.009 0.056 0.132
C 0.639 -0.151 -4.660 0.010 0.063 -0.042
C 1.260 1.031 -4.290 -0.023 -0.001 0.067
C 1.159 1.418 -2.948 -0.002 0.016 -0.240
C 0.533 0.595 -2.047 -0.062 0.027 0.158
N 0.005 -0.623 -2.368 0.303 0.392 -0.564
C -2.400 -4.461 -1.791 0.011 0.034 0.082
C -3.194 -5.601 -1.704 0.094 0.126 0.038
C -3.754 -6.150 -2.851 0.042 0.068 -0.063
Cl -4.745 -7.570 -2.693 -0.003 -0.018 0.015
N -1.772 -3.810 -0.716 -0.105 -0.507 -0.077
C -1.763 -4.231 0.574 -0.135 0.106 -0.215
O -2.303 -5.227 1.040 0.009 -0.021 0.003
C -0.993 -3.267 1.452 0.073 0.112 -0.089
C -1.041 -3.401 2.805 -0.036 -0.142 0.150
C -0.339 -2.459 3.593 0.021 0.065 -0.184
C 0.422 -1.508 2.989 -0.120 -0.048 0.022
C 0.522 -1.440 1.553 0.114 -0.035 -0.363
N -0.303 -2.274 0.814 0.196 -0.151 0.861
H -2.553 -3.987 -5.160 0.014 -0.018 -0.028
H 0.618 -0.500 -5.685 -0.027 -0.017 0.030
H 1.784 1.644 -5.013 -0.018 -0.014 0.013
H 1.586 2.351 -2.601 -0.021 -0.076 0.036
H 0.474 0.871 -1.003 0.011 -0.081 -0.007
H -3.365 -6.050 -0.740 -0.011 -0.035 0.016
H -1.612 -4.215 3.232 0.013 0.054 -0.050
H -0.395 -2.512 4.675 0.051 0.013 -0.021
H 1.018 -0.827 3.580 -0.012 0.104 0.035
H 1.522 -0.819 -0.184 0.051 0.068 -0.014
S -3.213 -0.916 -0.159 -0.094 -0.109 0.124
C -3.605 0.612 -0.735 0.390 0.102 -0.312
N -4.191 0.778 -1.934 -0.208 0.083 -0.017
C -4.672 2.050 -2.453 0.062 -0.012 -0.001
C -4.954 2.985 -1.291 0.033 -0.113 0.041
C -3.705 3.069 -0.432 0.042 -0.041 -0.010
N -3.292 1.725 -0.047 -0.204 0.137 0.132
H -4.384 -0.076 -2.430 0.020 -0.037 -0.015
H -5.576 1.872 -3.033 -0.030 -0.059 -0.034
H -3.932 2.503 -3.120 0.033 -0.034 -0.022
H -5.776 2.582 -0.695 -0.025 0.053 -0.009
H -5.235 3.973 -1.653 0.007 0.005 -0.009
H -3.898 3.649 0.468 0.021 -0.010 0.084
H -2.909 3.573 -0.989 0.051 -0.014 0.020
H -2.875 1.557 0.855 0.041 0.024 -0.007
C 1.415 -0.624 0.876 -0.071 0.167 0.225
Ge 2.269 0.897 1.633 -0.032 -0.191 -0.005
C 3.715 0.397 2.882 -0.121 -0.008 -0.041
C 3.982 -0.962 3.058 -0.029 0.030 0.032
C 5.005 -1.386 3.897 0.041 0.018 0.040
C 5.777 -0.453 4.578 -0.052 0.014 -0.048
C 5.521 0.904 4.415 -0.004 0.005 0.001
C 4.499 1.322 3.572 0.026 0.024 -0.015
C 0.964 2.031 2.596 0.128 -0.099 0.071
C -0.168 2.491 1.922 -0.064 0.015 0.015
C -1.121 3.266 2.573 0.048 -0.039 -0.004
C -0.973 3.569 3.921 0.000 0.026 -0.013
C 0.135 3.101 4.611 0.011 -0.008 -0.016
C 1.096 2.346 3.948 0.057 -0.014 -0.024
C 3.099 2.030 0.247 -0.098 -0.007 0.041
C 4.214 1.565 -0.453 -0.064 -0.040 -0.007
C 4.810 2.333 -1.445 -0.007 -0.011 -0.024
C 4.299 3.588 -1.754 -0.037 0.010 0.068
C 3.193 4.068 -1.065 0.037 -0.034 0.004
C 2.600 3.293 -0.074 0.076 -0.048 -0.001
H 3.369 -1.686 2.526 0.071 0.029 0.021
H 5.198 -2.445 4.022 -0.008 0.034 -0.005
H 6.577 -0.778 5.233 -0.019 -0.009 -0.011
H 6.122 1.636 4.943 -0.012 -0.024 -0.017
H 4.318 2.387 3.449 0.010 -0.063 -0.013
H -0.309 2.229 0.875 -0.016 0.033 0.066
H -1.982 3.641 2.034 -0.036 0.000 -0.038
H -1.720 4.169 4.431 0.018 -0.035 -0.025
H 0.250 3.322 5.665 0.009 -0.001 -0.020
H 1.962 1.985 4.496 -0.074 0.027 -0.010
H 4.619 0.583 -0.222 -0.001 0.059 -0.019
H 5.670 1.952 -1.983 -0.029 0.004 0.033
H 4.767 4.192 -2.521 -0.012 -0.017 -0.013
H 2.790 5.046 -1.300 0.008 -0.002 0.007
H 1.739 3.682 0.460 0.020 0.019 -0.008
```
Positions in Å, forces in eV/Å.

* orbital gap (alpha / beta): 5.90 / 5.02 eV
* total charge: -1
* multiplicity: 4
* HOMO (alpha / beta): -3.94 / -3.07 eV

Here are the Mulliken charges for atoms 1 to 6, given in e: 1.0063, -0.2437, 0.1070, -0.5076, -0.3466, -0.1524



Computed calculated total energy (Eh) in order:
-3325.2862, -5537.6447
Computed largest force on an atom (eV Å⁻¹) in order:
5.2, 0.9